(1)
Computed, not measured: a gas-phase ion, C3H5N2O3 (charge -1), with ωB97M-V with the def2-TZVPD basis set.

Geometry as XYZ:
```
13
C3H5N2O3 ωB97M-V with the def2-TZVPD basis set
C 1.131 -1.216 2.044
C -0.762 -0.261 0.817
C -1.209 0.168 -0.636
N -0.122 0.969 -2.659
N -0.096 0.494 -1.227
O 2.280 -0.960 2.148
O 0.290 -1.803 2.658
O 0.610 -0.478 0.836
H -1.049 0.651 1.334
H -1.354 -1.160 1.174
H -0.951 1.155 -3.164
H 0.446 1.826 -2.580
H 0.788 0.613 -0.745
```

Properties
HOMO energy in eV: -4.5
Energy in Eh: -452.50110
Gap between HOMO and LUMO in eV: 8.355
Total charge: -1
E_LUMO in eV: 3.851

(2)
Computed, not measured: a molecular structure, C34H40KN5OS3Se3Te, with ωB97M-V with the def2-TZVPD basis set.

Geometry as XYZ:
```
88
C34H40KN5OS3Se3Te ωB97M-V with the def2-TZVPD basis set
K -0.536 -0.127 -0.106
C 4.768 -1.371 -5.154
C 5.489 -0.546 -4.124
C 6.659 0.128 -4.437
C 7.316 0.926 -3.510
C 6.770 1.063 -2.244
C 5.602 0.400 -1.899
C 4.959 -0.427 -2.825
N 3.798 -1.149 -2.531
C 2.924 -0.819 -1.444
N 3.495 -1.098 -0.246
C 3.207 -0.644 1.092
C 1.991 -0.030 1.403
C 1.920 0.370 2.750
C 2.914 0.153 3.700
C 4.083 -0.490 3.320
C 4.254 -0.894 2.002
C 5.535 -1.593 1.606
N 1.737 -0.403 -1.660
C 1.355 -0.147 -2.994
C 0.649 -1.120 -3.699
C 0.261 -0.895 -5.012
C 0.568 0.308 -5.626
C 1.233 1.293 -4.906
C 1.627 1.094 -3.589
C 2.283 2.181 -2.787
H 5.317 -1.373 -6.095
H 3.766 -0.973 -5.353
H 4.646 -2.407 -4.826
H 7.058 0.029 -5.441
H 8.227 1.445 -3.780
H 7.245 1.702 -1.510
H 5.171 0.545 -0.918
H 3.251 -1.353 -3.356
H 4.359 -1.598 -0.355
H 1.024 0.889 3.099
H 2.779 0.472 4.729
H 4.873 -0.680 4.042
H 6.202 -1.670 2.466
H 6.080 -1.061 0.818
H 5.354 -2.612 1.244
H 0.362 -2.031 -3.189
H -0.317 -1.649 -5.533
H 0.247 0.503 -6.642
H 1.425 2.258 -5.365
H 2.263 3.124 -3.335
H 3.322 1.943 -2.547
H 1.747 2.317 -1.845
C -7.101 1.879 2.703
C -6.255 2.893 3.467
S -4.462 2.792 3.314
C -4.170 3.061 1.547
C -4.409 1.906 0.582
S -3.602 0.381 1.128
C -4.921 -0.834 0.902
C -6.348 -0.505 1.327
S -6.684 0.138 2.997
H -7.028 2.061 1.636
H -8.147 2.031 2.982
H -6.436 2.789 4.540
H -6.600 3.894 3.185
H -3.114 3.336 1.488
H -4.737 3.939 1.226
H -3.977 2.187 -0.381
H -5.467 1.719 0.435
H -4.563 -1.716 1.424
H -4.968 -1.104 -0.156
H -6.937 -1.420 1.245
H -6.799 0.201 0.628
Se -1.559 2.743 -1.281
Se -2.128 1.492 -3.198
Te -3.890 -0.265 -2.726
Se -2.738 -2.304 -1.840
N -4.030 -0.286 5.721
C -2.734 -0.711 5.526
O -1.829 -0.442 6.291
C -2.544 -1.537 4.298
C -3.386 -2.598 3.996
C -3.155 -3.314 2.833
C -2.149 -2.882 1.979
N -1.361 -1.838 2.241
C -1.532 -1.221 3.404
H -4.102 0.441 6.418
H -4.565 -0.123 4.874
H -4.201 -2.851 4.662
H -3.775 -4.155 2.553
H -1.999 -3.361 1.018
H -0.860 -0.397 3.622
```

Properties
HOMO energy in eV: -1.2
Energy in Eh: -10935.58940
Gap between HOMO and LUMO in eV: 4.756
Total charge: -2
E_LUMO in eV: 3.574

(3)
Computed, not measured: 8 unconnected molecules or ions with the total composition C42H90N8, with ωB97M-V with the def2-TZVPD basis set.

Geometry as XYZ:
```
140
C42H90N8 ωB97M-V with the def2-TZVPD basis set
N 2.541 1.512 -7.639
C 2.434 0.392 -8.422
C 1.532 -0.450 -7.827
C 1.212 0.100 -6.551
C 1.813 1.342 -6.494
H 3.030 2.351 -7.881
H 2.969 0.438 -9.357
H 1.143 -1.414 -8.110
H 0.661 -0.319 -5.726
H 1.819 2.038 -5.673
N 6.320 -5.165 3.247
C 6.873 -4.108 2.572
C 5.872 -3.241 2.204
C 4.636 -3.906 2.546
C 4.960 -5.028 3.240
H 6.855 -5.918 3.629
H 7.940 -3.973 2.663
H 5.947 -2.233 1.839
H 3.653 -3.621 2.206
H 4.376 -5.778 3.749
N 5.579 -2.301 -2.760
C 4.405 -1.614 -2.686
C 4.518 -0.866 -1.513
C 5.724 -1.161 -0.898
C 6.397 -2.075 -1.701
H 5.783 -2.987 -3.465
H 3.655 -1.735 -3.448
H 3.863 -0.078 -1.178
H 5.875 -0.739 0.085
H 7.288 -2.680 -1.688
C -3.475 5.032 -5.888
C -2.383 5.644 -5.024
N -2.720 5.978 -3.654
C -1.507 6.532 -3.039
C -1.428 6.518 -1.513
C -3.891 6.856 -3.579
C -4.367 7.213 -2.195
H -3.725 4.037 -5.500
H -3.083 4.802 -6.880
H -4.362 5.655 -5.963
H -1.504 5.003 -5.085
H -2.095 6.558 -5.587
H -0.648 5.940 -3.360
H -1.304 7.529 -3.463
H -1.873 7.365 -1.001
H -1.578 5.604 -0.935
H -0.340 6.555 -1.351
H -4.691 6.245 -4.016
H -3.844 7.659 -4.335
H -5.393 7.563 -2.311
H -3.748 7.913 -1.643
H -4.377 6.298 -1.599
C 0.008 1.156 3.381
C 1.269 1.313 2.566
N 2.502 1.502 3.333
C 2.746 0.451 4.309
C 2.859 -0.987 3.717
C 3.599 1.809 2.437
C 4.952 2.069 3.107
H -0.035 1.684 4.329
H -0.111 0.088 3.613
H -0.844 1.344 2.724
H 1.428 0.594 1.757
H 1.221 2.285 2.055
H 3.705 0.586 4.799
H 1.905 0.454 5.001
H 2.898 -1.778 4.467
H 2.094 -1.270 2.995
H 3.851 -0.987 3.253
H 3.411 2.704 1.836
H 3.696 1.032 1.658
H 4.959 3.054 3.577
H 5.749 2.082 2.362
H 5.241 1.357 3.879
C -2.301 -6.916 2.054
C -1.679 -6.230 0.840
N -0.372 -5.668 1.221
C 0.656 -6.055 0.263
C 1.074 -7.504 0.391
C -0.342 -4.207 1.349
C -1.442 -3.533 2.181
H -3.352 -7.150 1.873
H -2.110 -6.435 3.008
H -1.755 -7.862 2.176
H -1.664 -6.853 -0.050
H -2.374 -5.398 0.653
H 1.533 -5.409 0.326
H 0.300 -5.931 -0.777
H 1.789 -7.627 1.205
H 1.634 -7.818 -0.501
H 0.265 -8.235 0.363
H 0.603 -3.884 1.780
H -0.433 -3.832 0.318
H -1.592 -2.492 1.898
H -2.409 -4.028 2.068
H -1.203 -3.581 3.245
C 1.747 -1.579 0.149
C 0.358 -1.021 -0.131
N 0.399 0.273 -0.836
C 0.809 0.097 -2.216
C 1.641 1.260 -2.772
C -0.867 0.974 -0.674
C -0.712 2.492 -0.742
H 2.145 -2.096 -0.724
H 1.689 -2.380 0.883
H 2.328 -0.719 0.465
H -0.411 -1.652 -0.602
H -0.099 -0.840 0.848
H 1.491 -0.759 -2.309
H -0.037 -0.210 -2.847
H 2.354 1.637 -2.041
H 2.134 1.169 -3.735
H 0.875 2.035 -2.908
H -1.247 0.735 0.322
H -1.677 0.661 -1.351
H -1.592 3.019 -0.361
H -0.770 2.837 -1.783
H 0.250 2.816 -0.355
C -5.197 -1.318 1.655
C -5.935 -0.248 2.502
N -5.145 0.345 3.555
C -6.044 1.128 4.411
C -6.881 0.222 5.324
C -4.048 1.183 3.028
C -4.538 2.408 2.208
H -4.155 -1.024 1.505
H -5.700 -1.383 0.689
H -5.216 -2.311 2.100
H -6.481 0.427 1.833
H -6.693 -0.911 2.935
H -5.465 1.746 5.097
H -6.733 1.737 3.815
H -7.672 -0.390 4.890
H -6.217 -0.422 5.901
H -7.422 0.880 6.011
H -3.247 0.661 2.504
H -3.515 1.448 3.949
H -3.640 2.837 1.748
H -5.197 3.118 2.682
H -4.930 1.943 1.298
```

Properties
HOMO energy in eV: -7.9
Energy in Eh: -2092.12172
Gap between HOMO and LUMO in eV: 8.633
Total charge: 0
E_LUMO in eV: 0.719

(4)
Computed, not measured: a single C6H9N molecule, with ωB97M-V with the def2-TZVPD basis set.

Geometry as XYZ:
```
16
C6H9N ωB97M-V with the def2-TZVPD basis set
C 1.352 -0.605 1.017
C 1.131 0.236 -0.212
C -0.207 -0.081 -0.979
C -1.440 -0.986 -0.612
C 0.253 1.415 -0.202
C -0.643 1.698 0.871
N -1.504 1.825 1.636
H 0.430 -0.646 1.602
H 1.580 -1.596 0.628
H 2.165 -0.292 1.685
H 2.049 0.421 -0.784
H -0.396 0.132 -2.034
H -2.404 -0.443 -0.665
H -1.439 -1.727 -1.430
H -1.469 -1.585 0.309
H 0.578 2.293 -0.782
```

Properties
HOMO energy in eV: -9.4
Energy in Eh: -288.70324
Gap between HOMO and LUMO in eV: 10.265
Total charge: 0
E_LUMO in eV: 0.859

(5)
Computed, not measured: 10 unconnected molecules or ions with the total composition C36H91NO10, with ωB97M-V with the def2-TZVPD basis set.

Geometry as XYZ:
```
138
C36H91NO10 ωB97M-V with the def2-TZVPD basis set
C -6.905 -2.076 -2.393
C -6.261 -0.697 -2.019
C -7.011 -0.322 -0.718
C -6.317 0.849 0.035
C -4.886 0.345 0.329
C -4.036 0.117 -1.007
N -4.814 -0.884 -1.838
O -4.115 -1.391 -2.955
C -3.590 1.395 -1.717
C -2.781 -0.635 -0.485
C -6.619 0.345 -3.150
H -7.957 -1.987 -2.663
H -6.803 -2.823 -1.606
H -6.381 -2.483 -3.258
H -8.006 0.073 -0.925
H -7.045 -1.197 -0.068
H -6.884 1.154 0.915
H -6.362 1.678 -0.671
H -4.987 -0.698 0.628
H -4.379 1.043 0.995
H -4.314 1.977 -2.287
H -3.237 2.051 -0.921
H -2.795 1.075 -2.391
H -1.993 -0.986 -1.151
H -2.267 0.014 0.224
H -3.060 -1.537 0.059
H -7.666 0.285 -3.449
H -5.954 0.058 -3.965
H -6.405 1.379 -2.879
H -3.678 -2.170 -2.603
C -0.297 3.393 -1.845
C -1.048 4.331 -2.848
C -2.390 4.821 -2.345
O -0.252 5.447 -3.113
H -0.898 2.607 -1.388
H 0.109 3.969 -1.013
H 0.580 2.951 -2.316
H -1.068 3.830 -3.815
H -2.889 3.898 -2.048
H -2.969 5.316 -3.124
H -2.345 5.549 -1.535
H 0.322 5.157 -3.826
C 0.987 -0.152 -1.040
C 1.348 -0.616 0.386
C 0.626 -1.836 0.785
O 2.755 -0.806 0.414
H 1.312 0.867 -1.249
H -0.103 -0.181 -1.067
H 1.503 -0.799 -1.750
H 1.094 0.110 1.159
H 0.554 -2.726 0.160
H -0.365 -1.537 1.126
H 1.026 -2.241 1.715
H 3.023 -1.548 -0.133
C -1.084 -6.438 3.147
C 0.318 -5.824 3.163
C 0.450 -4.990 1.937
O 0.390 -5.019 4.300
H -1.205 -7.029 2.240
H -1.835 -5.647 3.131
H -1.300 -7.171 3.924
H 1.007 -6.664 3.245
H -0.322 -4.221 1.973
H 0.416 -5.507 0.978
H 1.397 -4.457 2.018
H -0.441 -4.583 4.503
C 4.737 3.379 -0.501
C 3.903 2.091 -0.715
C 3.684 1.920 -2.241
O 4.650 0.978 -0.254
H 5.483 3.676 -1.238
H 5.182 3.203 0.478
H 4.139 4.277 -0.344
H 2.972 2.095 -0.148
H 3.438 0.880 -2.456
H 4.597 2.202 -2.766
H 2.809 2.491 -2.552
H 4.008 0.363 0.109
C 5.962 -3.580 -0.483
C 4.407 -3.785 -0.715
C 3.701 -4.220 0.529
O 3.891 -2.600 -1.278
H 6.433 -3.382 -1.446
H 6.431 -4.475 -0.075
H 6.197 -2.759 0.194
H 4.287 -4.626 -1.398
H 3.798 -3.387 1.226
H 4.123 -5.163 0.878
H 2.711 -4.537 0.203
H 4.303 -2.464 -2.134
C 3.763 -0.939 -4.360
C 4.039 -2.278 -5.011
C 4.796 -2.180 -6.354
O 4.755 -2.987 -4.020
H 4.656 -0.509 -3.905
H 2.970 -1.138 -3.640
H 3.310 -0.222 -5.044
H 3.155 -2.838 -5.316
H 5.782 -1.726 -6.259
H 4.271 -1.591 -7.106
H 4.981 -3.153 -6.808
H 5.683 -2.964 -4.266
C -1.433 5.241 1.783
C -1.924 3.844 1.543
C -0.993 2.660 1.916
O -3.068 3.649 2.437
H -0.975 5.281 2.772
H -2.182 6.030 1.720
H -0.632 5.398 1.061
H -2.353 3.781 0.543
H -1.608 1.775 2.082
H -0.362 2.915 2.767
H -0.367 2.408 1.059
H -2.668 3.869 3.282
C 0.136 -0.767 4.701
C -1.292 -1.115 4.946
C -2.149 -1.118 3.696
O -1.313 -2.445 5.345
H 0.586 -0.504 5.658
H 0.072 0.127 4.081
H 0.798 -1.559 4.352
H -1.930 -0.492 5.573
H -3.216 -1.285 3.848
H -1.782 -1.881 3.009
H -2.074 -0.119 3.266
H -2.235 -2.684 5.469
C 2.663 2.051 3.358
C 3.291 3.365 3.219
C 2.469 4.426 2.549
O 3.635 3.805 4.528
H 2.283 1.691 2.402
H 1.766 1.999 3.976
H 3.255 1.237 3.776
H 4.272 3.311 2.747
H 3.088 5.318 2.451
H 1.645 4.680 3.217
H 2.114 4.092 1.575
H 3.577 4.761 4.589
```

Properties
<S²>: 0.754
HOMO energy (alpha / beta) in eV: -10.9 / -10.9
Energy in Eh: -2232.93816
Gap between HOMO and LUMO (alpha / beta) in eV: 8.114 / 3.874
Total charge: +1
Multiplicity: 2
E_LUMO (alpha / beta) in eV: -2.761 / -7.001

(6)
Computed, not measured: a single C4H7N3 molecule, with ωB97M-V with the def2-TZVPD basis set.

Geometry as XYZ:
```
14
C4H7N3 ωB97M-V with the def2-TZVPD basis set
C -1.851 0.732 0.073
C -0.993 -0.530 -0.065
C 0.471 -0.330 0.239
C 1.540 -0.168 -0.732
N 2.754 0.018 -0.377
N 1.332 -0.224 2.516
N 0.879 -0.276 1.480
H -2.897 0.522 -0.177
H -1.824 1.117 1.099
H -1.489 1.526 -0.589
H -1.403 -1.321 0.575
H -1.058 -0.912 -1.091
H 1.199 -0.229 -1.774
H 3.359 0.096 -1.191
```

Properties
HOMO energy in eV: -8.2
Energy in Eh: -320.81675
Gap between HOMO and LUMO in eV: 9.130
Total charge: 0
E_LUMO in eV: 0.924

Here are the calculated max |F| numbers, same order: 4.610 0.441 2.740 2.392 2.937 1.305 (eV/Å).